[1]
{"formula": "C38H63NO15", "method": "the ωB97M-V functional and the def2-TZVPD basis", "total_charge": 0, "smiles": "NCc1ccc2c(c1)C(=O)C(CCCO)=CC2=O.CCOC(C)=O.CCOC(C)=O.CCOC(C)=O.CCOC(C)=O.CCOC(C)=O.CCOC(C)=O", "homo_lumo_gap_ev": 8.462, "total_energy_ha": -2669.124959, "max_force_ev_per_a": 0.48, "symbols": ["N", "C", "C", "C", "C", "C", "C", "C", "C", "O", "C", "C", "C", "C", "O", "C", "C", "O", "H", "H", "H", "H", "H", "H", "H", "H", "H", "H", "H", "H", "H", "H", "H", "O", "C", "O", "C", "C", "C", "H", "H", "H", "H", "H", "H", "H", "H", "O", "C", "O", "C", "C", "C", "H", "H", "H", "H", "H", "H", "H", "H", "O", "C", "O", "C", "C", "C", "H", "H", "H", "H", "H", "H", "H", "H", "O", "C", "O", "C", "C", "C", "H", "H", "H", "H", "H", "H", "H", "H", "O", "C", "O", "C", "C", "C", "H", "H", "H", "H", "H", "H", "H", "H", "O", "C", "O", "C", "C", "C", "H", "H", "H", "H", "H", "H", "H", "H"], "positions_angstrom": [[-4.821, 2.047, -0.322], [-3.621, 1.198, -0.336], [-3.115, 0.891, -1.720], [-3.889, 1.096, -2.862], [-3.394, 0.793, -4.122], [-2.114, 0.276, -4.256], [-1.338, 0.054, -3.117], [-1.840, 0.358, -1.862], [0.035, -0.505, -3.253], [0.668, -0.875, -2.287], [0.613, -0.610, -4.634], [2.073, -0.954, -4.730], [2.886, 0.018, -5.585], [3.124, 1.365, -4.902], [2.035, 1.718, -4.048], [-0.157, -0.402, -5.709], [-1.584, -0.045, -5.609], [-2.294, 0.001, -6.596], [-4.780, 2.709, -1.087], [-4.834, 2.600, 0.524], [-2.799, 1.678, 0.210], [-3.831, 0.258, 0.171], [-4.898, 1.473, -2.759], [-3.989, 0.941, -5.013], [-1.219, 0.176, -0.994], [2.496, -1.021, -3.730], [2.155, -1.954, -5.168], [3.864, -0.438, -5.765], [2.441, 0.168, -6.569], [3.237, 2.139, -5.658], [4.046, 1.359, -4.311], [1.718, 2.586, -4.309], [0.240, -0.490, -6.713], [-4.621, -1.819, -0.427], [-5.737, -2.052, -0.805], [-5.923, -2.307, -2.114], [-7.181, -2.722, -2.652], [-8.081, -1.546, -2.969], [-6.920, -1.988, 0.129], [-7.663, -3.442, -1.990], [-6.923, -3.254, -3.566], [-8.343, -0.986, -2.071], [-9.002, -1.892, -3.438], [-7.576, -0.863, -3.653], [-7.240, -0.948, 0.195], [-6.589, -2.312, 1.113], [-7.767, -2.600, -0.169], [-4.714, -3.869, 3.641], [-3.777, -4.185, 2.953], [-3.660, -5.476, 2.588], [-2.663, -5.913, 1.650], [-1.310, -6.080, 2.306], [-2.691, -3.211, 2.574], [-2.619, -5.233, 0.798], [-3.036, -6.866, 1.278], [-0.944, -5.128, 2.691], [-0.579, -6.471, 1.600], [-1.379, -6.777, 3.140], [-1.958, -3.194, 3.383], [-3.145, -2.229, 2.457], [-2.178, -3.451, 1.648], [3.611, 4.393, -5.841], [4.509, 4.786, -5.140], [4.210, 5.572, -4.098], [5.177, 5.969, -3.109], [5.963, 7.184, -3.544], [5.951, 4.461, -5.451], [5.826, 5.128, -2.855], [4.595, 6.203, -2.224], [6.552, 6.984, -4.441], [6.635, 7.498, -2.747], [5.284, 8.007, -3.762], [6.315, 5.185, -6.179], [5.982, 3.472, -5.902], [6.609, 4.471, -4.587], [0.542, -8.673, 2.930], [1.068, -8.065, 3.822], [1.507, -6.818, 3.561], [1.950, -5.912, 4.578], [3.411, -6.112, 4.925], [1.273, -8.662, 5.195], [1.305, -5.978, 5.455], [1.791, -4.925, 4.148], [3.596, -7.100, 5.348], [3.729, -5.364, 5.651], [4.025, -6.011, 4.030], [2.196, -9.241, 5.181], [0.444, -9.336, 5.393], [1.326, -7.932, 5.998], [4.612, 7.904, -0.832], [3.647, 8.206, -0.180], [2.979, 9.322, -0.516], [1.734, 9.696, 0.086], [1.930, 10.458, 1.380], [3.219, 7.406, 1.027], [1.094, 8.823, 0.215], [1.257, 10.332, -0.657], [2.419, 9.846, 2.138], [0.967, 10.784, 1.773], [2.551, 11.336, 1.207], [3.799, 7.745, 1.885], [3.458, 6.362, 0.841], [2.162, 7.481, 1.266], [0.099, -3.332, 4.356], [0.482, -2.566, 5.197], [1.764, -2.657, 5.602], [2.369, -1.705, 6.485], [2.107, -2.028, 7.941], [-0.447, -1.569, 5.848], [2.059, -0.693, 6.225], [3.434, -1.776, 6.269], [1.045, -1.977, 8.180], [2.636, -1.324, 8.583], [2.454, -3.035, 8.170], [-0.971, -2.071, 6.661], [-1.180, -1.259, 5.108], [0.045, -0.683, 6.240]]}

[2]
{"formula": "C4H9NO2", "method": "the ωB97M-V functional and the def2-TZVPD basis", "total_charge": 0, "smiles": "CC(=O)NCCO", "homo_lumo_gap_ev": 10.229, "total_energy_ha": -363.011686, "relative_energy_kcal_mol": 46.3, "max_force_ev_per_a": 3.81, "symbols": ["C", "C", "N", "C", "C", "O", "O", "H", "H", "H", "H", "H", "H", "H", "H", "H"], "positions_angstrom": [[1.538, 1.287, -0.582], [0.988, -0.065, -1.074], [-0.413, -0.197, -1.042], [-1.149, 0.338, 0.086], [-1.022, -0.721, 1.276], [-1.236, 0.046, 2.497], [1.629, -0.872, -1.765], [0.835, 2.062, -0.748], [1.852, 1.229, 0.445], [2.457, 1.724, -1.041], [-0.935, -1.058, -1.405], [-0.751, 1.286, 0.498], [-2.159, 0.712, -0.172], [-0.041, -1.192, 1.382], [-1.827, -1.353, 1.144], [-1.815, -0.460, 3.106]]}

[3]
{"formula": "C6H12N2O", "method": "the ωB97M-V functional and the def2-TZVPD basis", "total_charge": 0, "homo_lumo_gap_ev": 8.561, "total_energy_ha": -420.423524, "relative_energy_kcal_mol": 100.6, "max_force_ev_per_a": 3.24, "symbols": ["C", "C", "N", "O", "H", "H", "H", "H", "H", "C", "C", "C", "C", "N", "H", "H", "H", "H", "H", "H", "H"], "positions_angstrom": [[-2.066, -0.300, 0.824], [-1.140, 0.553, -0.011], [-0.706, -0.455, -1.458], [-1.393, 1.715, -0.277], [-1.496, -1.012, -1.787], [-0.397, 0.259, -2.115], [-1.647, -1.278, 1.054], [-2.300, 0.214, 1.753], [-2.991, -0.445, 0.257], [1.604, 1.310, -0.045], [0.673, 0.339, 0.621], [0.455, -1.215, -0.901], [0.835, 0.038, 1.916], [1.498, -1.483, -1.616], [1.624, -0.836, -2.393], [0.093, -1.976, -0.210], [2.342, 0.766, -0.641], [1.052, 2.028, -0.658], [2.201, 1.877, 0.674], [1.584, 0.520, 2.539], [0.176, -0.620, 2.474]]}

[4]
{"formula": "C30H47BrN4OP2Sr", "method": "the ωB97M-V functional and the def2-TZVPD basis", "total_charge": 2, "homo_lumo_gap_ev": [3.429, 5.884], "total_energy_ha": -4752.529944, "relative_energy_kcal_mol": 0.0, "max_force_ev_per_a": 3.72, "symbols": ["N", "C", "C", "C", "C", "C", "C", "Sr", "P", "C", "C", "C", "C", "C", "C", "C", "Br", "H", "H", "H", "H", "H", "H", "H", "H", "H", "H", "P", "C", "C", "H", "H", "H", "H", "H", "C", "C", "H", "H", "H", "H", "H", "C", "C", "H", "H", "H", "H", "H", "C", "C", "H", "H", "H", "H", "H", "C", "C", "H", "H", "H", "H", "H", "C", "C", "H", "H", "H", "H", "H", "C", "N", "C", "C", "C", "N", "C", "O", "N", "H", "H", "H", "H", "H", "H", "H"], "positions_angstrom": [[-6.939, 5.403, -5.716], [-6.712, 5.982, -4.534], [-5.861, 5.415, -3.577], [-5.226, 4.188, -3.863], [-5.530, 3.573, -5.101], [-6.373, 4.232, -6.004], [-4.259, 3.580, -2.953], [0.116, 0.623, 1.530], [6.302, -1.106, -0.012], [-3.357, 2.661, -3.391], [-2.470, 1.927, -2.534], [-1.361, 1.237, -3.071], [-0.499, 0.528, -2.220], [-0.870, 0.379, -0.896], [-1.872, 1.157, -0.321], [-2.714, 1.907, -1.150], [2.241, -1.089, 2.192], [-4.257, 3.929, -1.914], [-3.261, 2.462, -4.467], [-5.680, 5.941, -2.643], [-5.099, 2.615, -5.367], [-7.226, 6.930, -4.337], [-6.575, 3.770, -6.974], [-1.193, 1.293, -4.152], [-3.565, 2.452, -0.733], [0.421, 0.126, -2.651], [-2.095, 1.240, 0.750], [-0.307, -2.242, -0.008], [5.695, 0.626, 0.180], [6.810, 1.598, -0.229], [5.423, 0.744, 1.238], [4.786, 0.756, -0.426], [6.601, 2.594, 0.173], [7.777, 1.261, 0.166], [6.898, 1.676, -1.320], [5.498, -1.546, -1.614], [6.225, -2.697, -2.309], [5.538, -0.635, -2.231], [4.445, -1.787, -1.405], [5.906, -2.757, -3.356], [7.312, -2.545, -2.296], [6.008, -3.658, -1.828], [5.293, -2.054, 1.186], [5.989, -2.298, 2.521], [5.013, -3.003, 0.705], [4.371, -1.458, 1.329], [5.369, -2.960, 3.134], [6.959, -2.777, 2.363], [6.140, -1.368, 3.080], [-0.153, -3.737, 1.116], [-1.304, -4.724, 1.272], [0.123, -3.311, 2.091], [0.737, -4.275, 0.764], [-2.192, -4.278, 1.730], [-1.592, -5.193, 0.325], [-0.975, -5.534, 1.935], [0.761, -2.858, -1.403], [0.231, -2.721, -2.830], [0.990, -3.914, -1.188], [1.699, -2.296, -1.275], [-0.547, -3.465, -3.049], [-0.169, -1.723, -3.031], [1.061, -2.889, -3.527], [-1.952, -2.480, -0.765], [-3.124, -2.062, 0.123], [-2.024, -3.534, -1.077], [-1.946, -1.860, -1.671], [-3.850, -1.502, -0.480], [-3.645, -2.938, 0.528], [-2.819, -1.413, 0.956], [-3.664, 0.672, 5.238], [-2.228, 0.979, 5.221], [-1.648, 1.566, 6.314], [-0.327, 1.905, 6.298], [0.411, 1.614, 5.131], [-0.196, 1.156, 4.031], [-1.507, 0.802, 4.073], [-2.016, 0.309, 3.014], [1.747, 1.780, 5.003], [-3.891, -0.072, 6.012], [-3.948, 0.284, 4.255], [-4.237, 1.581, 5.468], [-2.326, 1.708, 7.155], [0.162, 2.339, 7.161], [2.287, 2.087, 5.790], [2.238, 1.169, 4.350]]}

What is the formula in the first record?
C38H63NO15